Density functional theory data (ωB97M-V with the def2-TZVPD basis set) for a molecular structure, C46H54As2N7O4SSi2TeTi at a distorted geometry.

**Gap between HOMO and LUMO (alpha / beta)**: 7.5653 / 7.5666 eV
**Total energy**: -9035.7872 Ha
**LUMO (alpha / beta)**: -0.7470 / -0.9163 eV
**<S²>**: 0.7584
**2S+1**: 2
**Relative energy (zero: lowest compared OMol25 entry of this formula, charge and spin)**: 171.41 kJ/mol

Each line ends with the Mulliken spin population.
Element x y z (Å)
Ti: 0.406 -0.414 -0.780  0.849
N: 1.020 -1.240 2.685  0.015
N: -0.213 -1.779 3.076  -0.002
C: -1.360 -1.534 2.443  0.010
N: -2.494 -2.014 2.988  0.000
S: -1.514 -0.696 0.978  0.007
H: 1.779 -1.963 2.853  -0.001
H: 1.251 -0.478 3.334  0.001
H: -0.235 -2.324 3.938  0.000
H: -2.522 -2.368 3.929  0.000
H: -3.356 -1.738 2.547  0.000
O: 3.026 -2.878 3.442  0.009
C: 3.796 -3.587 2.739  -0.001
O: 4.764 -4.248 3.015  0.000
C: 3.209 -3.409 1.311  0.019
C: 1.885 -3.852 1.126  -0.008
C: 1.020 -3.090 0.394  0.079
N: 1.390 -1.946 -0.209  -0.078
C: 2.723 -1.676 -0.271  0.043
C: 3.651 -2.383 0.475  -0.003
C: 3.045 -0.504 -1.135  0.006
O: 4.174 -0.222 -1.476  0.005
O: 1.977 0.173 -1.491  0.013
H: 1.529 -4.731 1.644  0.002
H: -0.035 -3.339 0.360  -0.007
H: 4.688 -2.078 0.460  0.001
C: -0.244 3.176 -0.429  0.040
C: 1.182 3.052 0.077  -0.020
As: 1.450 1.308 0.982  -0.031
C: 1.254 2.021 2.845  0.009
C: 2.226 2.898 3.320  -0.003
C: 2.157 3.412 4.602  0.000
C: 1.105 3.064 5.431  0.000
C: 0.124 2.202 4.970  0.000
C: 0.200 1.680 3.688  0.005
C: 3.405 1.252 1.082  0.003
C: 3.993 0.331 1.946  -0.002
C: 5.369 0.233 2.055  0.000
C: 6.180 1.062 1.298  -0.001
C: 5.609 1.983 0.439  0.000
C: 4.233 2.078 0.329  -0.001
As: -1.559 2.872 1.009  0.004
C: -3.240 2.986 -0.006  0.001
C: -3.354 2.851 -1.381  0.000
C: -4.595 2.858 -1.995  0.000
C: -5.742 3.007 -1.235  0.000
C: -5.648 3.162 0.140  0.000
C: -4.406 3.141 0.746  -0.001
C: -1.511 4.774 1.549  0.000
C: -2.104 5.778 0.790  0.000
C: -1.912 7.110 1.109  0.000
C: -1.121 7.461 2.189  0.000
C: -0.532 6.471 2.956  0.000
C: -0.730 5.138 2.641  0.000
H: -0.395 2.431 -1.215  -0.015
H: -0.416 4.166 -0.866  0.000
H: 1.416 3.869 0.777  -0.004
H: 1.866 3.104 -0.781  0.003
H: 3.050 3.178 2.673  0.000
H: 2.924 4.088 4.948  0.000
H: 1.051 3.468 6.430  0.000
H: -0.705 1.943 5.612  0.000
H: -0.589 1.021 3.332  0.004
H: 3.370 -0.340 2.531  0.000
H: 5.803 -0.506 2.714  0.000
H: 7.254 0.982 1.372  0.000
H: 6.236 2.625 -0.161  0.000
H: 3.813 2.788 -0.373  0.000
H: -2.470 2.742 -1.994  -0.002
H: -4.659 2.752 -3.068  0.000
H: -6.709 3.003 -1.714  0.000
H: -6.544 3.297 0.732  0.000
H: -4.318 3.248 1.826  0.000
H: -2.715 5.523 -0.071  0.000
H: -2.377 7.876 0.505  0.000
H: -0.963 8.501 2.426  0.000
H: 0.086 6.737 3.800  0.000
H: -0.265 4.368 3.244  0.000
C: -4.207 -6.337 -0.285  0.000
Si: -3.852 -4.595 -0.978  -0.001
C: -4.491 -3.267 0.241  0.001
C: -4.611 -4.369 -2.708  0.000
C: -1.967 -4.356 -1.110  0.000
Te: -1.606 -2.323 -1.821  -0.006
C: -1.171 -3.044 -3.824  0.000
Si: 0.679 -3.463 -4.118  0.000
C: 0.921 -3.796 -5.973  0.000
C: 1.160 -4.954 -3.027  0.002
C: 1.757 -1.978 -3.622  0.010
H: -5.271 -6.486 -0.139  0.000
H: -3.722 -6.496 0.673  0.000
H: -3.860 -7.110 -0.962  0.000
H: -5.572 -3.175 0.200  0.000
H: -4.061 -2.295 0.001  0.000
H: -4.221 -3.516 1.264  0.000
H: -5.696 -4.377 -2.681  0.000
H: -4.298 -5.163 -3.379  0.000
H: -4.292 -3.421 -3.134  0.000
H: -1.509 -5.050 -1.805  0.000
H: -1.501 -4.504 -0.140  0.000
H: -1.490 -2.263 -4.509  -0.001
H: -1.819 -3.902 -3.992  0.000
H: 0.259 -4.568 -6.350  0.000
H: 1.940 -4.113 -6.171  0.000
H: 0.741 -2.887 -6.540  0.000
H: 0.595 -5.844 -3.282  0.000
H: 1.013 -4.752 -1.968  -0.001
H: 2.209 -5.189 -3.171  0.000
H: 1.144 -1.178 -3.191  -0.005
H: 2.261 -1.558 -4.489  0.001
H: 2.528 -2.252 -2.903  -0.002
N: -0.839 0.483 -1.978  -0.030
C: -0.967 0.604 -3.150  0.048
C: -1.198 0.729 -4.471  0.016
C: -0.310 0.177 -5.405  0.011
N: 0.398 -0.299 -6.176  -0.001
C: -2.325 1.420 -4.938  0.011
N: -3.237 1.993 -5.337  0.000

Atomic forces in eV per Å
-2.671 0.971 1.139
0.449 0.005 0.425
-0.102 -0.145 0.424
0.563 -0.172 -0.143
0.067 0.056 0.089
-0.343 0.257 0.105
-0.510 0.261 -0.043
-0.287 -0.261 -0.155
-0.025 0.146 -0.250
-0.004 0.038 0.034
0.017 -0.108 0.029
-0.021 0.217 0.644
-0.226 -0.141 -0.738
0.656 -0.407 0.067
-0.702 0.508 0.326
0.577 -0.058 -0.214
-0.191 -0.021 0.029
2.340 -2.861 0.801
-0.223 -0.808 0.413
-0.092 -0.106 -0.371
2.361 0.133 -0.453
-0.906 -0.539 0.172
0.832 0.901 -0.719
-0.086 0.023 0.136
0.231 0.139 -0.036
-0.004 0.132 0.017
-0.138 -0.086 -0.482
0.198 0.140 -0.060
0.579 1.728 1.052
-0.184 -0.469 -0.144
0.093 -0.091 -0.438
-0.054 0.058 -0.021
-0.007 0.021 0.031
-0.009 -0.025 0.074
-0.112 -0.186 -0.202
0.092 -0.116 -0.015
-0.323 0.010 0.081
-0.007 -0.073 0.054
0.034 -0.007 0.001
0.038 0.084 -0.006
-0.287 0.175 -0.058
-0.518 0.869 -0.199
0.048 -0.185 0.204
0.343 -0.014 -0.001
-0.164 0.013 -0.096
-0.014 0.006 -0.047
-0.065 0.007 0.014
0.303 -0.040 0.268
0.084 -0.163 0.039
-0.127 -0.178 -0.210
-0.065 0.054 -0.063
0.049 0.035 0.056
0.024 0.125 0.075
0.000 -0.302 -0.003
-0.091 0.303 0.217
-0.008 -0.121 0.077
0.115 -0.324 -0.150
-0.096 -0.001 0.248
0.010 0.004 0.103
0.085 0.072 0.043
-0.033 0.032 0.125
-0.095 -0.056 0.037
0.092 0.104 0.012
0.130 0.030 0.040
-0.002 -0.029 0.072
0.098 -0.006 0.009
0.041 0.050 -0.058
0.055 -0.042 0.049
0.048 0.020 -0.036
-0.003 -0.025 -0.100
-0.125 0.032 -0.064
0.011 -0.020 0.036
-0.120 0.016 -0.085
0.032 -0.007 0.063
-0.038 0.063 -0.041
0.019 0.122 0.055
0.068 0.022 0.101
0.034 0.009 0.058
0.144 0.690 -0.319
-0.214 -0.009 0.172
0.242 -0.418 -0.517
0.327 -0.048 0.678
-0.489 0.448 0.082
-0.605 -1.313 -0.892
0.770 0.158 0.177
0.072 -0.011 -0.075
-0.155 0.003 0.690
-0.252 0.528 -0.466
-0.441 -0.423 -0.117
-0.280 0.004 0.012
0.134 0.046 0.192
0.096 -0.139 -0.181
-0.221 -0.014 -0.047
-0.022 0.071 -0.025
0.095 -0.151 0.152
-0.207 0.016 0.075
0.111 -0.177 -0.110
-0.006 0.135 -0.062
0.182 0.015 -0.195
0.036 0.002 0.158
-0.039 0.134 -0.058
-0.121 -0.068 0.107
-0.166 -0.194 -0.029
0.265 -0.067 -0.008
-0.039 0.174 0.002
-0.174 -0.199 -0.071
-0.032 0.113 0.137
0.258 -0.007 -0.038
0.180 -0.147 -0.215
-0.024 0.084 -0.125
-0.047 -0.080 0.032
-0.698 0.862 -2.396
-0.267 0.012 1.611
0.059 0.057 -0.176
0.459 -0.295 -0.303
0.168 -0.105 -0.179
-0.505 0.358 -0.053
-0.328 0.163 -0.060